{
  "formula": "C12H13CoN5O5",
  "method": "ωB97M-V/def2-TZVPD",
  "homo_lumo_gap_ev": [10.124, 7.873],
  "multiplicity": 5,
  "total_charge": 1,
  "lumo_energy_ha": [-0.14406, -0.22451],
  "symbols": ["Co", "O", "O", "O", "O", "O", "N", "N", "N", "N", "N", "C", "C", "C", "C", "C", "C", "C", "C", "C", "C", "C", "C", "H", "H", "H", "H", "H", "H", "H", "H", "H", "H", "H", "H", "H"],
  "coordinates": [[-0.06992, -0.22424, 0.27794], [-0.72341, 3.24880, 1.94999], [0.12677, 1.25733, 1.31148], [-1.77360, -1.37986, -3.03620], [-0.33336, -1.05695, -1.32921], [-4.23343, 3.30114, -2.20576], [-1.15549, -1.45500, 1.42634], [-1.39477, 0.99258, -0.56648], [-0.53799, -2.28719, 2.29850], [-2.61529, -2.65267, 2.40128], [-1.40936, -3.00267, 2.88649], [-1.38116, -0.72588, -2.12372], [-4.16296, -4.55257, 1.92244], [-2.96078, 1.35622, -2.25925], [-1.98019, 0.58936, -1.68340], [-3.84206, -3.35646, 2.81632], [-2.60390, 2.98760, -0.46859], [-2.44865, -1.69121, 1.50943], [-3.28058, 2.57209, -1.62714], [-1.64177, 2.14245, 0.03223], [-0.72033, 2.31434, 1.21636], [-4.45809, -4.12477, 0.48796], [-3.07668, -5.62173, 1.97581], [-3.45425, 1.06004, -3.17447], [-3.67368, -3.65801, 3.84774], [-3.41065, -6.51881, 1.45570], [-2.16020, -5.28431, 1.48646], [-3.23646, -1.21290, 0.95256], [-5.23134, -3.35369, 0.44106], [-4.64351, -2.61881, 2.79069], [-3.55888, -3.75468, -0.01384], [-5.07966, -4.96598, 2.35299], [-4.80933, -4.97440, -0.09616], [-2.80105, 3.93896, 0.00948], [-4.38100, 4.13541, -1.74243], [-2.82860, -5.89921, 3.00084]],
  "atomic_forces_ev_per_a": [[-0.17, 0.05, -0.14], [-0.07, -0.02, -0.01], [-0.09, 0.15, 0.07], [-0.03, 0.03, 0.03], [-0.14, -0.04, -0.07], [0.05, -0.04, 0.05], [0.11, -0.05, 0.20], [-0.06, -0.06, 0.11], [-0.08, 0.01, 0.02], [-0.07, -0.08, 0.15], [0.05, 0.03, -0.14], [0.30, -0.16, -0.11], [0.00, -0.02, -0.05], [0.05, -0.03, -0.05], [-0.09, 0.14, 0.10], [0.07, 0.10, 0.01], [0.08, 0.05, 0.02], [-0.03, -0.08, -0.12], [-0.06, 0.09, -0.11], [-0.13, -0.07, -0.13], [0.35, -0.01, 0.12], [-0.02, 0.00, -0.01], [0.01, -0.01, 0.01], [-0.01, 0.00, 0.01], [0.02, 0.00, 0.00], [0.00, 0.01, -0.01], [0.00, 0.00, 0.01], [0.01, 0.00, 0.01], [0.01, 0.00, 0.01], [-0.01, 0.00, 0.02], [0.00, 0.00, 0.01], [0.00, 0.00, 0.00], [0.01, 0.00, 0.01], [-0.02, -0.01, 0.00], [-0.02, 0.02, 0.00], [-0.01, 0.00, 0.00]],
  "lowdin_spin": [3.049, 0.036, 0.285, 0.035, 0.277, -0.002, 0.080, 0.149, 0.008, 0.004, 0.006, 0.015, 0.000, 0.005, 0.012, 0.001, 0.005, 0.008, -0.003, 0.012, 0.016, 0.000, 0.000, 0.001, 0.000, 0.000, 0.000, 0.000, 0.000, 0.000, 0.000, 0.000, 0.000, 0.001, 0.000, 0.000]
}

{
  "formula": "C3H4NS",
  "method": "ωB97M-V/def2-TZVPD",
  "de_lowest_kj_mol": 317.6,
  "homo_lumo_gap_ev": [9.155, 9.157],
  "total_charge": 1,
  "lumo_energy_ha": [-0.23101, -0.23099],
  "symbols": ["S", "N", "C", "C", "C", "H", "H", "H", "H"],
  "coordinates": [[-1.55706, 0.50036, -0.00606], [0.76475, -1.42189, -0.00069], [-1.44910, -1.07253, 0.01065], [1.09163, -0.24446, -0.02125], [0.24317, 0.97992, -0.00174], [0.42521, 1.62938, -0.86297], [-2.10462, -1.91949, 0.02181], [0.42262, 1.56593, 0.90614], [2.16341, -0.01723, -0.04590]],
  "atomic_forces_ev_per_a": [[0.23, -0.23, 0.00], [-3.11, -0.97, 0.00], [3.81, 0.09, -0.02], [-0.11, 1.24, -0.02], [-0.39, 0.27, 0.06], [-0.05, -0.04, 0.01], [-0.45, -0.16, 0.00], [-0.06, 0.00, -0.05], [0.15, -0.20, 0.01]],
  "nbo_charge": [0.717, -0.105, -0.195, -0.010, -0.574, 0.293, 0.273, 0.294, 0.306]
}

{
  "formula": "H2N2S2",
  "method": "ωB97M-V/def2-TZVPD",
  "de_lowest_kj_mol": 5.8,
  "homo_lumo_gap_ev": 7.223,
  "total_charge": 0,
  "lumo_energy_ha": -0.02360,
  "symbols": ["S", "S", "N", "N", "H", "H"],
  "coordinates": [[0.44049, 1.16666, 0.04472], [-0.64012, -1.14698, -0.27123], [0.83371, -0.31706, -0.73967], [-0.81920, 0.17695, 0.86938], [-0.55757, 0.03628, 1.78908], [0.74269, 0.08415, -1.69228]],
  "atomic_forces_ev_per_a": [[-1.41, -0.08, 1.95], [0.13, 0.81, 0.64], [0.96, 0.29, -1.82], [-0.62, 1.58, -2.96], [0.95, -1.05, 2.02], [0.00, -1.55, 0.17]],
  "nbo_charge": [0.502, 0.544, -0.901, -0.883, 0.366, 0.372]
}

| no. | energy (eV) |
| --- | --- |
| 1 | -67962.42457 |
| 2 | -15489.44345 |
| 3 | -24679.90879 |